(1)
The following is a DFT calculation (ωB97M-V/def2-TZVPD) of a cluster of 5 separate species, C26H39FN2O16 in total in a non-equilibrium geometry.

Last columns: bonded neighbours and bond lengths (Å).
Cartesian coordinates (Å):
1 F -5.577 1.900 2.853  C21 1.447
2 O -1.547 -3.027 -1.292  C29 1.202
3 O 2.435 -0.400 4.556  C26 1.364, C31 1.423
4 O 0.517 3.974 -4.573  C20 1.424, C45 1.364
5 O 0.647 -3.488 -0.937  C29 1.363, C37 1.425
6 O 2.406 -0.878 -4.038  C34 1.362, C38 1.426
7 O 1.675 4.041 -2.622  C45 1.200
8 O -2.128 -0.815 1.900  C33 1.480, C41 1.437
9 O 3.242 -1.133 2.564  C26 1.200
10 O -6.377 -2.030 4.471  C24 1.262
11 O -2.448 2.088 3.473  C43 1.251
12 O 1.116 5.958 -3.700  C28 1.423, C45 1.364
13 O 3.739 -2.080 -2.683  C23 1.424, C34 1.365
14 O -3.120 1.152 1.306  C41 1.480, C43 1.458
15 O 4.656 -0.560 4.246  C26 1.364, C30 1.424
16 O -0.676 -5.039 -1.884  C25 1.424, C29 1.363
17 O 2.388 -3.145 -4.167  C34 1.202
18 N -5.712 -0.512 0.949  C39 1.500, C42 1.486, H53 1.044
19 N -4.564 -1.857 2.696  C24 1.307, C42 1.515
20 C -0.203 4.982 -5.275  O4 1.424, C28 1.500, C32 1.513, H68 1.096
21 C -4.684 0.780 3.060  F1 1.447, C42 1.605, C43 1.638, H72 1.154
22 C -7.719 1.039 0.774  C39 1.636, H77 1.162, H78 1.144, H82 1.151
23 C 4.129 -0.715 -2.565  O13 1.424, C38 1.499, H59 1.095, H63 1.092
24 C -5.370 -2.023 3.711  O10 1.262, N19 1.307
25 C 0.669 -5.491 -2.009  O16 1.424, C37 1.500, H54 1.095, H60 1.092
26 C 3.427 -0.734 3.681  O3 1.364, O9 1.200, O15 1.364
27 C 3.175 1.379 -3.606  C38 1.513, H66 1.094, H83 1.093, H84 1.092
28 C 0.635 6.199 -5.017  O12 1.423, C20 1.500, H55 1.091, H76 1.095
29 C -0.614 -3.781 -1.363  O2 1.202, O5 1.363, O16 1.363
30 C 4.446 0.190 5.438  O15 1.424, C31 1.500, C36 1.513, H62 1.096
31 C 3.056 -0.222 5.823  O3 1.423, C30 1.500, H57 1.091, H70 1.095
32 C -0.344 4.631 -6.741  C20 1.513, H51 1.093, H58 1.094, H81 1.093
33 C -1.020 -0.805 0.919  O8 1.480, C40 1.606, H65 1.152, H75 1.163
34 C 2.804 -2.129 -3.675  O6 1.362, O13 1.365, O17 1.202
35 C 2.836 -4.496 -1.177  C37 1.512, H46 1.093, H47 1.094, H79 1.090
36 C 5.494 -0.136 6.480  C30 1.513, H48 1.093, H56 1.094, H71 1.094
37 C 1.362 -4.720 -0.926  O5 1.425, C25 1.500, C35 1.512, H49 1.096
38 C 2.901 0.006 -3.035  O6 1.426, C23 1.499, C27 1.513, H74 1.096
39 C -7.138 -0.362 1.390  N18 1.500, C22 1.636, H67 1.144, H69 1.162
40 C 0.413 -0.616 1.619  C33 1.606, C44 1.612, H50 1.156, H64 1.148
41 C -3.321 -0.314 1.274  O8 1.437, O14 1.480, C42 1.642, H73 1.158
42 C -4.744 -0.486 2.075  N18 1.486, N19 1.515, C21 1.605, C41 1.642
43 C -3.234 1.466 2.726  O11 1.251, O14 1.458, C21 1.638
44 C 0.784 0.912 1.972  C40 1.612, H52 1.158, H61 1.158, H80 1.154
45 C 1.151 4.604 -3.543  O4 1.364, O7 1.200, O12 1.364
46 H 3.395 -5.432 -1.096  C35 1.093
47 H 3.242 -3.779 -0.458  C35 1.094
48 H 5.376 0.493 7.365  C36 1.093
49 H 1.215 -5.183 0.057  C37 1.096
50 H 0.539 -1.229 2.591  C40 1.156
51 H -0.801 3.644 -6.855  C32 1.093
52 H 1.728 0.886 2.642  C44 1.158
53 H -5.575 -1.424 0.459  N18 1.044
54 H 1.023 -5.246 -3.016  C25 1.095
55 H 0.056 7.123 -5.056  C28 1.091
56 H 6.498 0.014 6.072  C36 1.094
57 H 2.537 0.542 6.405  C31 1.091
58 H 0.632 4.582 -7.232  C32 1.094
59 H 5.004 -0.551 -3.202  C23 1.095
60 H 0.731 -6.570 -1.861  C25 1.092
61 H 1.086 1.532 1.042  C44 1.158
62 H 4.495 1.254 5.177  C30 1.096
63 H 4.388 -0.473 -1.533  C23 1.092
64 H 1.201 -1.001 0.878  C40 1.148
65 H -1.220 -0.068 0.056  C33 1.152
66 H 3.960 1.342 -4.368  C27 1.094
67 H -7.311 -0.455 2.517  C39 1.144
68 H -1.193 5.068 -4.814  C20 1.096
69 H -7.755 -1.200 0.874  C39 1.162
70 H 3.015 -1.173 6.364  C31 1.095
71 H 5.435 -1.184 6.786  C36 1.094
72 H -4.721 0.604 4.200  C21 1.154
73 H -3.464 -0.578 0.156  C41 1.158
74 H 2.144 0.073 -2.245  C38 1.096
75 H -1.029 -1.860 0.428  C33 1.163
76 H 1.496 6.288 -5.688  C28 1.095
77 H -7.883 1.727 1.696  C22 1.162
78 H -8.696 0.887 0.198  C22 1.144
79 H 3.007 -4.075 -2.168  C35 1.090
80 H -0.042 1.444 2.578  C44 1.154
81 H -0.959 5.368 -7.263  C32 1.093
82 H -6.879 1.453 0.107  C22 1.151
83 H 2.282 1.774 -4.097  C27 1.093
84 H 3.484 2.075 -2.823  C27 1.092

## Properties
Spin multiplicity: 1
Calculated total energy, eV: -66048.6300
Largest force on an atom, Eh/bohr: 0.1452
SMILES: CCCO[C@@H]1OC(=O)[C@@H](F)[C@@]1(N=C=O)NCC.C[C@@H]1COC(=O)O1.C[C@@H]1COC(=O)O1.C[C@@H]1COC(=O)O1.C[C@@H]1COC(=O)O1
Lowest unoccupied orbital energy, Eh: 0.012
HOMO level, eV: -9.35



(2)
The following is a DFT calculation (ωB97M-V/def2-TZVPD) of a cluster of 12 separate species, C15H54N6O12 in total in a non-equilibrium geometry.

Last columns: bonded neighbours and bond lengths (Å).
Cartesian coordinates (Å):
1 O -2.363 -0.997 -4.805  C31 1.401, H51 0.957
2 O -1.698 3.171 -3.607  C24 1.396, H48 0.962
3 O -4.238 2.211 0.733  C30 1.389
4 O 0.900 -3.364 -0.400  C26 1.423, H42 0.945
5 O 1.995 4.314 0.670  C33 1.401, H80 0.974
6 O -0.826 -2.802 -2.336  C29 1.374
7 O -1.938 2.938 4.098  C25 1.422, H77 0.943
8 O -0.871 0.823 -0.754  C20 1.453, H38 0.982
9 O 3.320 -2.173 0.007  C21 1.460, H47 0.972
10 O 1.388 0.683 -2.079  C27 1.384, H53 0.964
11 O 3.026 1.474 2.652  C19 1.429, H74 0.957
12 O 1.551 -0.330 4.109  C23 1.431
13 N 1.128 1.115 6.033  C23 1.295, H55 1.004, H71 1.018
14 N 2.667 -0.353 6.233  C23 1.309, H44 1.032, H70 1.063
15 N -4.771 2.225 -1.592  C30 1.299, H49 1.020, H62 0.993
16 N 0.162 -4.695 -3.341  C29 1.312, H52 1.026, H60 1.033
17 N -0.804 -3.185 -4.653  C29 1.317, H35 1.039, H82 1.029
18 N -2.724 2.761 -0.995  C30 1.326, H65 1.024, H69 1.063
19 C 2.502 2.563 3.414  O11 1.429, H34 1.114, H36 1.087, H78 1.107
20 C -1.146 -0.095 0.339  O8 1.453, C32 1.534, H39 1.021, H86 1.098
21 C 3.284 -0.918 0.752  O9 1.460, H54 1.131, H67 1.072, H72 1.058
22 C -3.432 -1.402 -2.734  C31 1.506, H58 1.102, H73 1.095, H79 1.099
23 C 1.790 0.184 5.423  O12 1.431, N13 1.295, N14 1.309
24 C -0.427 2.670 -3.321  O2 1.396, H40 1.094, H57 1.093, H76 1.090
25 C -1.304 1.694 3.833  O7 1.422, H81 1.060, H84 1.084, H85 1.084
26 C 0.517 -4.249 0.646  O4 1.423, C28 1.477, H43 1.094, H75 1.067
27 C 1.472 -0.463 -2.851  O10 1.384, H50 1.122, H56 1.111, H59 1.088
28 C 1.697 -4.321 1.532  C26 1.477, H41 1.054, H63 1.108, H64 1.167
29 C -0.505 -3.570 -3.429  O6 1.374, N16 1.312, N17 1.317
30 C -3.928 2.356 -0.613  O3 1.389, N15 1.299, N18 1.326
31 C -2.422 -0.565 -3.473  O1 1.401, C22 1.506, H37 1.102, H87 1.042
32 C 0.119 -0.335 1.172  C20 1.534, H46 1.100, H61 1.053, H66 1.128
33 C 1.748 3.100 0.016  O5 1.401, H45 1.097, H68 1.104, H83 1.059
34 H 2.899 3.539 3.055  C19 1.114
35 H -1.385 -2.323 -4.665  N17 1.039
36 H 1.416 2.527 3.376  C19 1.087
37 H -2.773 0.474 -3.362  C31 1.102
38 H -1.696 1.252 -1.068  O8 0.982
39 H -1.974 0.149 0.884  C20 1.021
40 H -0.407 1.581 -3.219  C24 1.094
41 H 1.676 -5.262 2.009  C28 1.054
42 H 0.087 -3.098 -0.801  O4 0.945
43 H 0.394 -5.205 0.129  C26 1.094
44 H 3.063 -1.232 5.864  N14 1.032
45 H 1.575 3.158 -1.065  C33 1.097
46 H -0.097 -0.629 2.210  C32 1.100
47 H 2.451 -2.603 0.088  O9 0.972
48 H -1.585 4.118 -3.734  O2 0.962
49 H -4.532 2.511 -2.542  N15 1.020
50 H 2.453 -0.492 -3.394  C27 1.122
51 H -1.825 -0.354 -5.268  O1 0.957
52 H 0.495 -5.119 -2.468  N16 1.026
53 H 0.558 0.658 -1.591  O10 0.964
54 H 4.302 -0.440 0.864  C21 1.131
55 H 0.488 1.720 5.551  N13 1.004
56 H 0.684 -0.471 -3.633  C27 1.111
57 H -0.118 2.919 -2.302  C24 1.093
58 H -3.477 -1.039 -1.694  C22 1.102
59 H 1.386 -1.377 -2.267  C27 1.088
60 H 0.383 -5.176 -4.228  N16 1.033
61 H 0.680 0.554 1.239  C32 1.053
62 H -5.715 2.000 -1.383  N15 0.993
63 H 1.705 -3.549 2.327  C28 1.108
64 H 2.692 -4.351 0.924  C28 1.167
65 H -2.473 3.136 -1.914  N18 1.024
66 H 0.624 -1.147 0.574  C32 1.128
67 H 2.674 -0.287 0.136  C21 1.072
68 H 0.796 2.693 0.402  C33 1.104
69 H -2.061 3.150 -0.260  N18 1.063
70 H 2.728 -0.275 7.292  N14 1.063
71 H 1.358 1.392 6.985  N13 1.018
72 H 2.712 -1.105 1.623  C21 1.058
73 H -4.398 -1.191 -3.204  C22 1.095
74 H 2.592 0.724 3.058  O11 0.957
75 H -0.409 -3.974 1.099  C26 1.067
76 H 0.308 3.025 -4.043  C24 1.090
77 H -2.171 3.325 3.270  O7 0.943
78 H 2.780 2.344 4.463  C19 1.107
79 H -3.107 -2.444 -2.863  C22 1.099
80 H 2.826 4.533 0.212  O5 0.974
81 H -1.870 1.142 3.127  C25 1.060
82 H -0.767 -3.718 -5.532  N17 1.029
83 H 2.561 2.440 0.171  C33 1.059
84 H -0.389 1.777 3.258  C25 1.084
85 H -1.095 1.139 4.742  C25 1.084
86 H -1.383 -1.059 -0.130  C20 1.098
87 H -1.505 -0.522 -2.980  C31 1.042

## Properties
Spin multiplicity: 1
Calculated total energy, eV: -49937.1997
Relative energy (zero: lowest compared OMol25 entry of this formula, charge and spin), kcal per mole: 0.00
Largest force on an atom, Eh/bohr: 0.1569
SMILES: NC(N)=O.NC(N)=O.NC(N)=O.CCO.CCO.CCO.CO.CO.CO.CO.CO.CO
Lowest unoccupied orbital energy, Eh: 0.009
HOMO level, eV: -8.40